Formula: C7H28N9O10
Source: the Open Molecules 2025 dataset
Level of theory: ωB97M-V with the def2-TZVPD basis set

Calculated values
- Electronic energy: -41596.701 eV
- E_LUMO: 1.89 eV
- Energy above the lowest of the compared OMol25 structures with the same formula, charge and spin: 124.6 kcal per mole
- HOMO energy: -0.184 Eh
- Charge: -1

CARTESIAN COORDINATES (ANGSTROEM)
N -4.5380 3.3182 -3.0897
H 3.4125 -0.0616 6.1830
H 0.7441 -1.7307 -5.3655
N -5.6112 2.2668 -1.5860
H -3.8407 2.6523 -2.7890
H -2.0416 -2.1972 6.3914
O 0.0421 -1.0662 -0.3727
H 2.7486 -2.9896 -5.8640
H -0.3782 4.3400 2.5591
C 1.7520 -3.1270 -6.2835
H 1.1096 -7.1017 -0.0636
H 1.2960 3.3255 -6.2779
O 1.7556 4.1012 -6.6075
H 1.9379 -3.2966 -7.3440
H 0.8812 5.9019 -7.0292
C -1.9937 4.4653 3.6963
N -3.8211 -2.4778 3.9824
C 0.8531 4.8820 -7.4127
H -0.1447 4.4496 -7.4873
C -3.5546 -2.6727 5.2365
O -4.2879 -3.2496 6.0494
H -2.4717 5.1758 4.3707
C 5.0564 1.0206 5.6487
N 1.7916 -6.3590 -0.0052
H -3.1334 -2.3639 3.2515
N 3.8251 -5.5695 0.0691
H 1.1743 4.9837 -8.4494
O 3.4184 -7.6827 -0.6415
H 1.5227 -5.4063 0.1952
H -4.7950 -2.7132 3.8544
H -1.7045 3.5622 4.2337
N -2.4282 -2.1286 5.4608
H -6.4625 2.2055 -1.0460
O 5.6406 1.0582 6.7110
O 0.6923 -2.1870 -6.2086
N 0.5462 0.0178 -0.5358
H -4.7673 1.7232 -1.4744
N 3.9413 0.4128 5.4650
O -6.5813 4.0105 -2.4864
H -2.0902 -1.5149 4.7334
H 4.6899 1.5283 3.8306
C 3.0679 -6.6349 -0.1955
H 4.8009 -5.7713 -0.0959
H 1.2597 -4.0587 -6.0049
H 6.3153 1.9311 4.4349
H -4.3055 4.2283 -3.4608
H -2.8097 4.2671 3.0014
O 1.2125 0.5330 0.3335
O -0.8903 5.0059 3.0236
N 5.4314 1.4485 4.5117
O 0.3379 0.6494 -1.5382
H 3.6073 0.3605 4.5133
C -5.6155 3.2410 -2.4019
H 3.4024 -4.7051 0.3761